76
Properties=species:S:1:pos:R:3:forces:R:3:mulliken_charge:R:1 method="wB97M-V/def2-TZVPD" energy_ev=-91939.848 charge=-1
C -1.2516 -5.7703 1.6720 -0.55 0.37 -0.33 -0.9040
C -1.3529 -5.1920 3.0541 0.44 -0.82 -0.38 0.7405
O -0.4625 -5.2891 3.8414 0.01 0.45 0.39 -0.5657
O -2.5592 -4.5896 3.3205 0.15 0.64 -0.29 -0.2152
C -2.5614 -3.7387 4.4207 -0.04 -0.15 0.80 0.3398
O -2.5142 -4.1590 5.5302 -0.21 -0.13 0.08 -0.5457
C -2.5911 -2.2457 4.1551 0.16 -0.40 -0.27 -0.6776
N -2.5092 -1.9411 2.7353 -0.55 1.23 -0.06 1.1976
C -3.7358 -2.1048 2.0986 -0.77 -0.34 -0.03 -0.4755
O -4.7568 -2.3315 2.6900 -0.13 -0.18 0.33 -0.5563
N -3.7413 -2.0300 0.6574 0.23 -0.56 0.29 0.2480
C -3.5347 -3.2994 0.0419 1.02 0.49 -0.65 0.3786
O -2.7911 -3.4984 -0.8575 -0.66 -0.24 0.25 -0.3795
F -4.2669 -4.2978 0.5692 -0.01 0.12 0.08 -0.2325
C -1.7991 -0.6858 2.4166 1.05 -1.10 -0.76 -2.4779
C -1.0120 -0.7867 1.0308 -1.03 0.40 1.01 -0.2539
Cl -0.4679 -2.5167 0.8975 0.25 0.10 -0.21 0.0967
O 0.0432 0.0636 1.1691 -0.01 0.17 -0.39 -0.1270
C 0.8478 0.5257 0.0504 1.51 0.01 -0.47 2.8471
C 0.7426 2.0610 0.0648 0.39 0.00 0.75 -1.0018
C 1.8140 2.8090 -0.7637 -0.66 -0.41 -0.91 -0.3394
C 1.1944 3.8789 -1.6779 0.53 0.27 0.27 -0.5481
C 1.9975 4.1787 -2.9482 0.05 0.39 0.79 -1.1923
N 2.3673 2.9953 -3.7315 0.22 0.63 -0.14 0.6338
C 3.7971 2.6495 -3.5823 -0.31 -0.60 -0.60 -1.2275
C 2.1985 3.2161 -5.1294 0.00 -0.14 -0.68 0.5332
C 1.8439 2.0247 -5.9881 0.42 -0.40 0.69 -1.1724
O 2.3549 4.2883 -5.6573 -0.24 0.52 0.16 -0.6034
C 0.6543 -0.1078 -1.3557 -0.50 0.78 -0.30 -1.7770
B -0.3469 0.6034 -2.3785 -0.20 0.47 0.20 0.3038
O -1.5870 1.0613 -2.0371 1.49 -1.04 -0.61 -0.4101
O 0.0770 0.7992 -3.6944 0.40 -1.15 0.09 -0.4431
C 2.3284 0.2405 0.4943 -0.91 -0.49 0.26 -1.8329
C 2.6280 -1.1252 1.0983 1.48 0.44 0.22 -0.0917
C 3.9606 -1.0071 1.8594 -0.71 0.30 0.67 -1.4126
I 2.9937 -2.6415 -0.4086 -0.26 -0.02 0.10 0.0189
C -2.7311 0.5205 2.5164 0.00 0.95 -0.32 1.1280
F -3.4760 0.6241 1.3995 0.34 -1.81 2.23 -0.1865
F -3.6325 0.3535 3.5258 0.44 -0.32 0.30 -0.3765
C -2.0157 1.9330 2.8081 -0.98 0.41 -0.03 0.5538
F -2.7020 2.5309 3.7948 0.05 0.00 0.29 -0.3198
F -0.7627 1.7831 3.2485 0.23 -0.23 0.00 -0.2761
F -2.0369 2.7793 1.7890 1.11 -0.53 1.21 -0.1968
H -1.1200 -6.8476 1.7287 0.04 -0.03 0.09 0.3992
H -0.3818 -5.3296 1.1894 0.14 -0.09 0.10 0.2353
H -2.1121 -5.5289 1.0531 -0.08 -0.13 0.07 0.1814
H -1.7216 -1.8644 4.6886 0.15 0.07 -0.23 0.3945
H -3.4599 -1.8087 4.6450 -0.14 -0.16 -0.06 0.4380
H -4.6753 -1.7193 0.3962 0.04 0.26 -0.03 0.4021
H -0.9888 -0.5931 3.1380 -0.12 0.04 0.15 1.0611
H -1.6998 -0.5644 0.2136 0.31 -0.11 -0.32 0.4891
H 0.9481 2.3157 1.1090 -0.36 0.05 0.07 0.7582
H -0.2763 2.3978 -0.1269 -0.02 -0.06 -0.22 0.0893
H 2.3322 2.1163 -1.4283 -0.09 -0.17 0.09 -0.5165
H 2.5836 3.2304 -0.1168 -0.03 0.11 0.02 0.4926
H 1.1752 4.8202 -1.1195 -0.31 0.05 -0.06 0.4109
H 0.1593 3.6420 -1.9237 0.02 -0.17 -0.07 0.2563
H 2.8986 4.7307 -2.6518 0.07 -0.05 -0.07 0.3251
H 1.4215 4.8922 -3.5346 0.00 -0.20 -0.28 0.4903
H 4.4248 3.5427 -3.5274 -0.03 0.04 0.24 0.4189
H 4.1010 2.1359 -4.4989 0.12 -0.20 0.14 0.4558
H 3.9697 1.9626 -2.7568 0.06 0.19 0.18 0.1752
H 1.9215 1.1048 -5.4134 -0.12 -0.05 -0.03 0.2801
H 2.5087 1.9832 -6.8475 -0.13 0.14 -0.16 0.3617
H 0.8098 2.1517 -6.3018 -0.01 -0.01 -0.10 0.3259
H 1.6166 -0.0162 -1.8631 0.10 -0.22 0.11 0.1767
H 0.4359 -1.1771 -1.3412 0.01 -0.03 0.20 0.4258
H -1.6013 2.0087 -1.8135 -0.89 -0.04 0.10 0.1598
H -0.6167 0.4735 -4.2770 -0.24 0.58 -0.16 0.2402
H 2.5665 0.9903 1.2560 0.07 -0.14 0.15 0.6020
H 3.0218 0.3891 -0.3302 -0.06 0.17 -0.08 0.3917
H 1.8973 -1.4567 1.8255 -0.40 -0.32 -0.49 0.4132
H 3.7206 -0.4716 2.7866 0.11 0.08 -0.01 0.3766
H 4.6846 -0.3886 1.3328 0.18 -0.32 -0.19 0.3274
H 4.3526 -1.9720 2.1689 0.22 -0.02 -0.24 0.4666
I -3.5411 2.2888 -0.3986 -1.87 2.64 -2.95 -0.7058

=====

57
Properties=species:S:1:pos:R:3:forces:R:3:mulliken_charge:R:1 method="wB97M-V/def2-TZVPD" energy_ev=-75320.593 e_above_lowest_kcal_mol=56.4
F 5.7992 -4.2676 -2.0064 -0.78 0.67 -1.03 -0.3441
C 4.7305 -3.6448 -2.7302 -0.01 0.73 0.68 -0.2695
C 4.4181 -2.2762 -1.9967 -0.60 -0.63 0.97 -0.3824
C 2.9470 -1.7873 -2.1839 -1.87 -0.42 -1.36 0.3378
C 2.0094 -2.5173 -3.0116 -0.07 2.49 1.64 -0.5122
C 0.5857 -2.0348 -3.1264 -0.17 1.29 0.29 0.5369
C -0.3906 -2.8827 -3.9961 -0.06 -2.09 2.16 -1.2560
C -0.8843 -4.1326 -2.9914 -0.54 1.98 2.72 0.2058
C -1.6051 -3.6197 -1.6090 4.46 -2.34 1.04 -0.5709
O -0.1504 -4.2464 -1.7337 -1.10 -0.51 -3.41 -0.3688
C 0.0536 -0.8725 -2.4627 2.26 -1.38 -0.54 -0.8961
C 0.9924 -0.0513 -1.6206 -0.81 -1.51 -1.00 0.4200
N 0.6296 1.1020 -0.9337 3.77 -2.44 -0.73 -0.4397
S 2.1053 1.4962 -0.2434 0.05 -0.42 -0.12 0.2179
N 3.1702 0.3150 -0.6840 -3.20 -0.71 -1.71 -0.6130
C 2.4171 -0.5452 -1.5088 -0.08 0.90 0.67 0.5013
H 5.0316 -3.4347 -3.7943 -0.10 -0.59 1.05 0.2748
H 3.8762 -4.3717 -2.6647 0.83 0.83 -0.14 0.2560
H 4.5289 -2.5117 -0.8924 -0.06 0.31 -1.13 0.3044
H 5.1916 -1.4889 -2.2081 -0.87 -0.72 -0.05 0.3429
H 2.2958 -3.4400 -3.5791 -0.33 1.12 0.70 0.2073
H -1.3330 -2.3536 -4.2795 1.04 -0.32 -0.01 0.3537
H 0.1083 -3.4189 -4.8497 -0.46 0.94 0.63 0.3987
H -1.3094 -5.0868 -3.4842 0.80 1.58 1.04 0.3221
H -1.8466 -4.3861 -0.8212 -1.47 0.72 -1.42 0.3572
H -1.1570 -2.7675 -1.0380 -1.65 0.45 -1.36 0.1718
H -1.0220 -0.6263 -2.6244 1.14 0.03 0.34 0.3968
C -1.0299 4.2311 1.1748 0.04 -0.12 0.09 -0.6664
S 0.7280 4.5448 0.9418 -0.23 0.20 -0.06 0.5361
O 1.4705 3.6029 1.8304 -0.11 0.25 0.10 -0.6105
C 0.7407 6.1602 1.7417 0.06 0.07 0.10 -1.0442
H -1.2622 3.2423 0.7768 0.04 0.12 -0.14 -0.0682
H -1.2757 4.2613 2.2384 0.12 0.07 0.01 0.3637
H -1.6086 4.9808 0.6344 0.04 -0.07 -0.05 0.5087
H 0.3842 6.0687 2.7686 0.00 -0.09 -0.04 0.2861
H 0.1049 6.8472 1.1819 0.02 -0.06 -0.04 0.3756
H 1.7639 6.5351 1.7446 -0.03 -0.09 -0.05 0.3711
C -3.7486 1.9331 2.3705 -0.08 0.17 0.03 -0.7957
S -3.7319 1.2277 0.7130 0.05 0.00 0.05 0.5837
O -3.2912 2.3016 -0.2283 -0.17 -0.07 0.21 -0.6177
C -5.5223 1.0774 0.5608 -0.12 0.07 -0.04 -0.9639
H -2.7224 2.1473 2.6648 -0.03 -0.19 -0.03 0.0172
H -4.3289 2.8579 2.3750 -0.02 -0.03 -0.14 0.3852
H -4.1799 1.2144 3.0676 0.14 -0.05 -0.03 0.4331
H -5.9890 2.0562 0.6806 0.08 0.01 0.00 0.2988
H -5.8944 0.3874 1.3193 0.07 0.00 -0.01 0.3332
H -5.7517 0.6846 -0.4294 0.10 0.01 0.03 0.3278
C 0.6141 -1.4487 4.0909 -0.03 -0.14 -0.01 -0.9238
S -0.1463 0.1745 4.2835 0.12 -0.03 -0.11 0.4378
O -1.6075 0.0161 4.0169 0.09 0.00 -0.09 -0.5894
C 0.5917 0.9035 2.8131 -0.19 -0.20 0.03 -0.6806
H 0.2580 -2.0937 4.8940 -0.02 0.10 -0.01 0.3416
H 0.3335 -1.8786 3.1281 -0.04 0.09 0.00 0.2413
H 1.6986 -1.3521 4.1585 -0.04 0.06 0.01 0.3600
H 0.3115 0.3239 1.9314 -0.06 -0.07 0.08 0.2469
H 1.6765 0.9238 2.9211 -0.04 0.09 0.04 0.4955
H 0.2223 1.9211 2.7098 0.11 -0.05 0.10 0.0642

=====

62
Properties=species:S:1:pos:R:3:forces:R:3:mulliken_charge:R:1 method="wB97M-V/def2-TZVPD" energy_ev=-46256.239 e_above_lowest_kcal_mol=0.0 charge=+1
C 0.1587 2.2324 4.7577 0.24 0.04 0.10 -1.4134
C 0.7650 1.6392 3.4940 -0.36 0.10 -0.23 -0.0816
C -0.3791 1.4312 2.4967 0.10 -0.07 -0.20 -1.0818
C -0.1087 0.3097 1.4885 0.46 0.11 0.49 -0.6005
P 0.6323 0.5613 -0.1816 -0.29 3.24 1.20 1.8406
C 2.3478 1.0883 -0.6588 0.39 0.46 0.14 -0.7983
C 3.6880 0.7057 0.0225 0.03 -0.52 0.18 -0.7093
C 4.6359 1.9073 0.2092 -0.21 0.27 -0.19 -0.4813
C 6.1228 1.5998 0.4315 -0.19 -0.09 0.05 -1.4020
C -0.3137 2.0109 -0.9235 -0.25 -0.40 -0.44 -1.1151
C 0.1967 3.4134 -0.5149 0.51 0.03 0.28 -0.6991
C -0.6546 4.6267 -0.9362 -0.05 0.05 0.16 -0.6568
C -1.1682 4.5511 -2.3695 -0.07 -0.10 0.14 -1.1661
H 0.9107 2.4968 5.4988 -0.01 0.01 0.03 0.3959
H -0.4201 3.1262 4.5173 0.02 0.01 0.08 0.3332
H -0.5193 1.4926 5.1953 0.06 0.18 0.06 0.3506
H 1.5250 2.2890 3.0351 -0.03 -0.13 0.27 0.1916
H 1.2318 0.6715 3.7279 -0.01 0.23 -0.08 0.2812
H -1.2734 1.1184 3.0490 0.15 0.05 -0.02 0.4895
H -0.6521 2.3826 2.0221 0.03 -0.23 0.05 0.4016
H 0.5306 -0.4326 1.9873 -0.31 0.26 -0.07 0.2657
H -1.0721 -0.2018 1.2938 0.57 0.17 -0.46 0.4794
H 2.4121 0.7813 -1.7226 -0.30 0.15 0.57 0.6264
H 2.2966 2.1818 -0.6916 -0.09 -0.27 0.21 0.0943
H 3.4969 0.2105 0.9824 0.17 0.04 -0.06 0.3374
H 4.1906 -0.0227 -0.6230 -0.09 -0.08 0.17 0.3096
H 4.5662 2.5183 -0.7013 -0.06 0.03 0.15 0.3957
H 4.2690 2.5256 1.0397 0.00 -0.04 -0.18 0.3110
H 6.6700 2.5353 0.5932 -0.13 -0.17 -0.04 0.4000
H 6.2837 0.9756 1.3149 -0.02 -0.02 -0.12 0.3343
H 6.5723 1.1089 -0.4398 -0.14 -0.01 0.18 0.3462
H -0.2113 1.9071 -2.0163 -0.06 0.06 0.31 0.6493
H -1.3950 1.8994 -0.7181 0.51 -0.13 0.10 0.6299
H 0.3546 3.4539 0.5764 0.09 0.04 -0.39 0.2042
H 1.1713 3.5831 -0.9956 -0.21 -0.14 0.23 0.3120
H -1.4757 4.7978 -0.2295 -0.01 -0.19 -0.18 0.3422
H -0.0087 5.5068 -0.8291 -0.05 -0.17 0.02 0.4198
H -1.5257 5.5245 -2.7187 -0.02 -0.22 0.09 0.3918
H -0.3777 4.2233 -3.0502 -0.02 0.05 -0.02 0.3042
H -1.9890 3.8306 -2.4250 0.01 0.10 -0.20 0.2534
Cl -5.6341 -1.2314 -1.9588 -0.40 -0.03 -0.03 -0.1844
C -3.9531 -1.2363 -1.6607 1.16 0.10 0.20 0.2728
C -3.1110 -0.4208 -2.4272 0.22 -0.23 0.28 -1.1009
C -1.7340 -0.4263 -2.1827 -0.56 -0.11 -0.14 -0.3625
C -1.1937 -1.1785 -1.1425 0.68 -0.15 0.30 -0.2027
C 0.3478 -1.0135 -0.8425 -1.34 -2.63 -1.50 2.2595
C 0.9084 -2.1742 0.0692 0.61 0.16 0.14 -0.6117
C 2.1856 -2.7083 -0.6236 -0.39 -0.17 0.44 -0.8307
C 2.1092 -2.1124 -1.9987 -0.27 0.93 -0.23 -0.6736
C 1.1681 -1.1454 -2.1118 0.96 -1.48 -0.17 -1.1254
C -2.0325 -2.0192 -0.3940 -0.40 0.25 -0.23 -0.3528
C -3.4103 -2.0487 -0.6578 0.38 0.27 -0.22 -1.1111
H -3.5297 0.2270 -3.1903 0.03 -0.21 -0.01 0.4278
H -1.0739 0.1435 -2.8402 -0.37 -0.07 0.26 0.3529
H 1.1660 -1.8525 1.0855 -0.24 -0.21 -0.36 -0.1456
H 0.1821 -2.9865 0.1551 0.11 0.36 -0.10 0.5020
H 3.0864 -2.4125 -0.0434 -0.32 -0.05 -0.63 0.2879
H 2.1697 -3.8079 -0.6221 0.13 0.29 -0.16 0.4378
H 2.8168 -2.4412 -2.7609 -0.30 0.36 -0.01 0.4689
H 0.9868 -0.4765 -2.9600 0.13 -0.60 0.14 0.4296
H -1.6547 -2.6779 0.3955 -0.17 0.44 -0.31 0.3478
H -4.0580 -2.6890 -0.0716 0.02 0.03 -0.09 0.4288

=====

20
Properties=species:S:1:pos:R:3:forces:R:3:mulliken_charge:R:1 method="wB97M-V/def2-TZVPD" energy_ev=-10508.963 e_above_lowest_kcal_mol=77.1
C -0.3756 1.4081 -0.1075 -0.76 -1.77 0.94 -0.5852
C -0.2082 -0.4152 0.2851 -0.97 5.29 -0.84 1.9087
C 0.0364 -0.5301 1.7863 0.00 0.10 -0.17 -1.6334
C -1.5106 -1.0685 -0.1616 0.06 0.10 -0.04 -1.5315
C 0.9217 -0.7788 -0.5184 1.26 -6.48 0.92 -0.5612
C 1.8114 -0.3577 -1.3968 0.16 0.66 0.46 -0.7410
O -0.9112 1.6470 -1.3721 0.05 -0.80 -0.01 -0.5318
O 0.7918 2.1750 0.0222 0.28 -0.46 0.62 -0.4880
H 0.6837 2.8311 0.7253 -0.02 -0.30 -0.26 0.3199
H -0.3681 1.1682 -2.0159 -0.14 0.15 0.05 0.4138
H -1.1284 1.7256 0.6214 0.00 0.07 -0.11 0.5538
H 1.0096 -2.0850 -0.1851 0.38 3.42 -1.24 0.0509
H -0.7127 0.0500 2.3352 0.06 -0.05 -0.06 0.3625
H -1.5938 -2.0778 0.2527 0.05 0.05 0.02 0.4421
H 1.0329 -0.1780 2.0636 -0.13 0.03 -0.06 0.3750
H -0.0611 -1.5704 2.1118 0.07 0.01 -0.09 0.4377
H -2.3661 -0.4794 0.1828 0.06 -0.11 0.00 0.3571
H -1.5668 -1.1553 -1.2491 0.00 0.11 0.12 0.3453
H 2.6547 -0.9869 -1.6626 -0.38 -0.05 -0.26 0.2606
H 1.8603 0.6781 -1.7173 -0.04 0.01 0.01 0.2447

=====

27
Properties=species:S:1:pos:R:3:forces:R:3:mulliken_spin:R:1 method="wB97M-V/def2-TZVPD" energy_ev=-18719.776 e_above_lowest_kcal_mol=10.7 spin_multiplicity=2 charge=-1
O -2.8589 -1.5546 0.1843 0.75 -0.24 0.15 -0.5777
H -3.7350 -1.8965 0.3627 -0.64 -0.21 0.26 0.2407
H -3.0124 -0.7281 -0.2735 -0.16 0.81 -0.27 0.1392
O 0.3670 1.9758 -2.2256 0.24 0.31 0.09 0.0794
H 0.4592 2.0031 -3.1779 0.04 0.01 -0.24 -0.0269
H 0.1273 1.0693 -2.0335 -0.29 -0.60 0.28 -0.0034
O 1.6426 3.7547 0.4553 0.52 0.56 -0.17 0.0728
H 1.4368 2.8701 0.7573 -0.27 -0.23 -0.06 0.0391
H 1.1673 4.3297 1.0551 -0.22 0.01 0.11 -0.0160
O 3.0914 1.4561 -0.9542 0.56 -0.27 0.46 0.0560
H 2.2047 1.5216 -1.3087 -0.61 0.25 -0.30 0.0050
H 3.6623 1.5473 -1.7172 0.08 0.03 -0.14 -0.0185
O 2.0274 -1.3187 -1.6542 0.50 -0.41 -0.77 0.0059
H 2.6206 -0.8491 -1.0679 0.09 0.31 0.17 -0.0094
H 1.2095 -1.3893 -1.1619 -0.49 0.19 0.44 -0.0238
O -1.9483 -3.8577 -0.8765 0.23 -0.89 -0.21 0.2711
H -2.1041 -2.9226 -0.7440 -0.24 0.68 0.37 0.0946
H -1.8567 -3.9538 -1.8244 0.07 -0.10 -0.19 -0.0776
O -0.7557 -1.8771 3.1272 0.54 -0.05 -0.03 0.3809
H -0.9309 -1.5485 4.0090 -0.12 0.18 0.26 -0.1144
H -1.6011 -2.2051 2.8209 -0.42 -0.06 -0.32 -0.0222
O 0.0155 1.6341 1.5364 0.53 0.49 -0.24 0.2435
H -0.8769 1.5418 1.8698 -0.82 -0.09 0.18 0.0604
H 0.5742 1.4070 2.2798 0.22 -0.32 0.42 -0.1135
O -0.1152 -0.4636 -0.1275 0.13 -0.57 -1.02 0.3012
H -0.8364 -0.8950 0.3309 -0.36 -0.31 0.29 -0.0389
H 0.0259 0.3490 0.3583 0.14 0.52 0.48 0.0524